4 unconnected molecules or ions with the total composition C22H65BrN3O3Si6. Source: the OMol25 dataset; level of theory: the ωB97M-V functional and the def2-TZVPD basis.

Results
- E_tot: -5578.47651 a.u.
- HOMO level: -0.4089 Ha
- Net charge: +1

Each atom is followed by the atoms it is bonded to, with distances in Å.
CARTESIAN COORDINATES (ANGSTROEM)
1 C 3.59104 -0.28666 -1.31248  C2 1.512, H9 1.088, H10 1.083, H11 1.082
2 C 5.07811 -0.11651 -1.09889  C1 1.512, Br3 1.960, C4 1.526, H12 1.086
3 Br 5.56162 1.74896 -1.45720  C2 1.960
4 C 5.92376 -0.99213 -2.01863  C2 1.526, N5 1.475, H13 1.080, H14 1.082
5 N 6.22389 -2.30591 -1.41787  C4 1.475, C6 1.341, H15 1.012
6 C 6.89706 -2.33950 -0.25806  N5 1.341, N7 1.384, N8 1.318
7 N 7.97090 -1.47695 -0.12164  C6 1.384, H16 1.014, H17 1.019
8 N 6.54521 -3.17790 0.69659  C6 1.318, H18 1.007, H19 1.004
9 H 3.25129 -1.23424 -0.90039  C1 1.088
10 H 3.33147 -0.21841 -2.36159  C1 1.083
11 H 3.06369 0.50159 -0.79246  C1 1.082
12 H 5.28944 -0.25375 -0.04290  C2 1.086
13 H 6.82101 -0.48064 -2.33308  C4 1.080
14 H 5.35566 -1.18370 -2.91977  C4 1.082
15 H 5.44296 -2.94859 -1.44200  N5 1.012
16 H 8.61168 -1.79438 0.59660  N7 1.014
17 H 7.65442 -0.55618 0.17766  N7 1.019
18 H 5.71649 -3.74201 0.60544  N8 1.007
19 H 7.09275 -3.29366 1.52971  N8 1.004
20 O -0.14023 -3.21943 0.68259  Si21 1.659, Si25 1.640
21 Si -1.73695 -2.78198 0.78194  O20 1.659, C22 1.868, C23 1.870, C24 1.863
22 C -2.27682 -2.74216 2.57004  Si21 1.868, H29 1.092, H30 1.091, H31 1.092
23 C -2.79215 -4.01575 -0.14575  Si21 1.870, H32 1.092, H33 1.091, H34 1.092
24 C -2.00875 -1.09463 0.04006  Si21 1.863, H35 1.092, H36 1.092, H37 1.091
25 Si 0.81203 -4.48932 1.09488  O20 1.640, C26 1.876, C27 1.867, C28 1.868
26 C 2.58711 -4.15267 0.59058  Si25 1.876, H38 1.094, H39 1.093, H40 1.095
27 C 0.24633 -6.04357 0.22875  Si25 1.867, H41 1.090, H42 1.092, H43 1.092
28 C 0.77391 -4.76297 2.94245  Si25 1.868, H44 1.090, H45 1.092, H46 1.092
29 H -2.28184 -3.74330 3.00577  C22 1.092
30 H -3.28743 -2.33821 2.64829  C22 1.091
31 H -1.61250 -2.11300 3.16669  C22 1.092
32 H -2.43204 -4.14916 -1.16819  C23 1.092
33 H -3.82550 -3.66717 -0.19077  C23 1.091
34 H -2.78953 -4.99100 0.34467  C23 1.092
35 H -1.73683 -1.06872 -1.01700  C24 1.092
36 H -1.43400 -0.32636 0.56122  C24 1.092
37 H -3.06611 -0.83690 0.12193  C24 1.091
38 H 2.66770 -4.00784 -0.49072  C26 1.094
39 H 3.21132 -5.00523 0.86988  C26 1.093
40 H 2.97376 -3.25981 1.09346  C26 1.095
41 H -0.72968 -6.36119 0.59703  C27 1.090
42 H 0.95174 -6.85918 0.40229  C27 1.092
43 H 0.16671 -5.88522 -0.84889  C27 1.092
44 H -0.21043 -5.10279 3.26589  C28 1.090
45 H 1.00711 -3.84125 3.48010  C28 1.092
46 H 1.50338 -5.52186 3.23425  C28 1.092
47 O -8.00763 -2.40024 4.44977  Si48 1.645, Si52 1.651
48 Si -7.25264 -1.83576 3.10163  O47 1.645, C49 1.873, C50 1.871, C51 1.866
49 C -5.70324 -0.89708 3.57771  Si48 1.873, H56 1.091, H57 1.093, H58 1.092
50 C -8.39102 -0.69062 2.15685  Si48 1.871, H59 1.092, H60 1.092, H61 1.091
51 C -6.75919 -3.23863 1.97458  Si48 1.866, H62 1.091, H63 1.092, H64 1.093
52 Si -8.69331 -1.80231 5.82766  O47 1.651, C53 1.863, C54 1.871, C55 1.872
53 C -9.36078 -3.18166 6.88680  Si52 1.863, H65 1.091, H66 1.091, H67 1.091
54 C -10.10057 -0.64793 5.39435  Si52 1.871, H68 1.092, H69 1.092, H70 1.092
55 C -7.41512 -0.85651 6.81642  Si52 1.872, H71 1.092, H72 1.092, H73 1.092
56 H -5.94288 0.02482 4.10993  C49 1.091
57 H -5.13447 -0.63099 2.68330  C49 1.093
58 H -5.06643 -1.50818 4.22139  C49 1.092
59 H -9.34980 -1.17359 1.95857  C50 1.092
60 H -7.94350 -0.41423 1.19981  C50 1.092
61 H -8.58281 0.22708 2.71551  C50 1.091
62 H -7.62707 -3.80755 1.63713  C51 1.091
63 H -6.06892 -3.92718 2.46696  C51 1.092
64 H -6.25965 -2.83080 1.09264  C51 1.093
65 H -10.13027 -3.75231 6.36431  C53 1.091
66 H -9.80716 -2.75956 7.78898  C53 1.091
67 H -8.57223 -3.87271 7.19012  C53 1.091
68 H -9.73737 0.25288 4.89631  C54 1.092
69 H -10.63020 -0.34110 6.29827  C54 1.092
70 H -10.81529 -1.13811 4.72999  C54 1.092
71 H -7.09840 0.04845 6.29448  C55 1.092
72 H -6.53078 -1.47137 6.99741  C55 1.092
73 H -7.82751 -0.56013 7.78275  C55 1.092
74 O 3.79399 5.86417 -5.01822  Si75 1.642, Si79 1.654
75 Si 5.08450 4.86069 -4.86065  O74 1.642, C76 1.875, C77 1.870, C78 1.868
76 C 5.95325 5.18792 -3.23129  Si75 1.875, H83 1.091, H84 1.093, H85 1.093
77 C 6.29277 5.13566 -6.26099  Si75 1.870, H86 1.092, H87 1.092, H88 1.091
78 C 4.56585 3.06681 -4.89262  Si75 1.868, H89 1.092, H90 1.092, H91 1.092
79 Si 3.48471 7.48777 -5.07794  O74 1.654, C80 1.862, C81 1.870, C82 1.872
80 C 1.66167 7.80562 -5.28696  Si79 1.862, H92 1.091, H93 1.091, H94 1.092
81 C 4.39544 8.25894 -6.51820  Si79 1.870, H95 1.092, H96 1.091, H97 1.092
82 C 4.05503 8.30190 -3.49183  Si79 1.872, H98 1.092, H99 1.092, H100 1.091
83 H 6.42146 6.17309 -3.22699  C76 1.091
84 H 6.73661 4.44449 -3.06079  C76 1.093
85 H 5.24673 5.14144 -2.39871  C76 1.093
86 H 5.79038 5.05935 -7.22719  C77 1.092
87 H 7.08912 4.38888 -6.23000  C77 1.092
88 H 6.75513 6.12192 -6.19665  C77 1.091
89 H 4.07993 2.80668 -5.83484  C78 1.092
90 H 3.87953 2.83706 -4.07466  C78 1.092
91 H 5.44998 2.43500 -4.78187  C78 1.092
92 H 1.28151 7.37018 -6.21254  C80 1.091
93 H 1.48616 8.88216 -5.32315  C80 1.091
94 H 1.08416 7.39597 -4.45624  C80 1.092
95 H 5.47639 8.22558 -6.37014  C81 1.092
96 H 4.10494 9.30488 -6.63212  C81 1.091
97 H 4.16434 7.73751 -7.44947  C81 1.092
98 H 5.14195 8.26892 -3.39559  C82 1.092
99 H 3.62168 7.80483 -2.62114  C82 1.092
100 H 3.74829 9.34919 -3.47331  C82 1.091